# 1
Molecular formula: C6H11N3O
Method: DFT, ωB97M-V/def2-TZVPD

E, eV: -12916.8685
Energy relative to the best compared isomer or geometry (same formula, charge and spin), eV: 2.177
HOMO, eV: -9.36
Kohn-Sham gap, hartree: 0.3683

Cartesian coordinates (Å):
C: -2.640 1.021 -0.296
C: -2.054 -0.726 0.580
C: 1.360 1.558 0.645
C: 0.943 -0.735 -1.700
C: 1.237 0.039 0.906
C: 0.512 -0.785 -0.243
N: -3.113 0.038 0.400
N: -1.314 0.966 -0.534
N: -0.995 -0.203 -0.044
O: 0.494 -2.138 0.106
H: -3.368 1.828 -0.656
H: -2.087 -1.707 1.035
H: 0.511 2.157 0.930
H: 1.737 1.829 -0.309
H: 2.144 1.859 1.309
H: 0.112 -0.897 -2.318
H: 1.745 -1.455 -1.849
H: 1.214 0.233 -1.919
H: 2.280 -0.492 1.072
H: 0.676 -0.005 1.886
H: 0.605 -2.385 1.001

In the Löwdin picture, each atom carries the following charge in e: number 1, C, carries -0.260; number 2, C, carries -0.172; number 3, C, carries -0.111; number 4, C, carries 0.022; number 5, C, carries -0.154; number 6, C, carries -0.419; number 7, N, carries 0.062; number 8, N, carries 0.080; number 9, N, carries -0.071; number 10, O, carries 0.011; number 11, H, carries 0.126; number 12, H, carries 0.121; number 13, H, carries 0.064; number 14, H, carries 0.055; number 15, H, carries 0.058; number 16, H, carries 0.077; number 17, H, carries 0.104; number 18, H, carries 0.048; number 19, H, carries 0.148; number 20, H, carries 0.125; number 21, H, carries 0.083

# 2
Molecular formula: C17H58N12O12
Method: DFT, ωB97M-V/def2-TZVPD

E, eV: -61015.6285
Energy relative to the best compared isomer or geometry (same formula, charge and spin), eV: 3.922
HOMO, eV: -8.27
SMILES: NC(N)=O.NC(N)=O.NC(N)=O.NC(N)=O.NC(N)=O.NC(N)=O.CCO.CCO.CCO.CCO.CCO.CO
Kohn-Sham gap, hartree: 0.2979

Cartesian coordinates (Å):
N: -24.146 18.940 7.623
C: -24.848 19.384 6.580
N: -24.834 18.529 5.551
O: -25.225 20.708 6.471
H: -24.022 19.540 8.407
H: -23.311 18.282 7.501
H: -25.330 18.851 4.694
H: -24.038 17.842 5.543
N: -23.623 15.297 8.186
C: -23.624 14.452 7.223
N: -24.385 14.733 6.228
O: -22.780 13.437 7.128
H: -23.096 15.278 9.114
H: -24.436 16.024 8.067
H: -24.526 13.867 5.653
H: -25.212 15.339 6.289
N: -22.175 17.438 7.312
C: -21.881 17.298 5.994
N: -22.870 16.798 5.318
O: -20.863 17.936 5.375
H: -21.494 17.989 7.878
H: -22.617 16.627 7.799
H: -22.765 16.791 4.317
H: -23.373 15.939 5.691
N: -19.126 22.661 9.506
C: -19.522 22.650 10.647
N: -19.324 21.485 11.221
O: -20.101 23.777 11.226
H: -19.137 23.554 8.975
H: -18.901 21.768 9.058
H: -19.692 21.432 12.176
H: -19.014 20.630 10.675
N: -21.912 14.110 10.173
C: -21.442 15.197 10.627
N: -21.007 16.011 9.773
O: -21.473 15.466 11.909
H: -22.038 13.443 10.965
H: -21.817 13.765 9.185
H: -20.598 16.849 10.180
H: -20.693 15.704 8.834
N: -18.421 19.381 9.947
C: -19.163 19.397 8.860
N: -18.822 20.379 8.125
O: -20.234 18.638 8.710
H: -18.708 18.584 10.693
H: -17.491 19.824 9.994
H: -19.474 20.508 7.264
H: -17.905 20.355 7.809
C: -18.165 18.790 13.162
C: -19.473 18.042 12.852
O: -19.369 17.589 11.591
H: -18.231 19.221 14.161
H: -17.979 19.652 12.464
H: -17.400 18.032 13.144
H: -20.257 18.825 12.922
H: -19.706 17.245 13.579
H: -19.079 16.689 11.689
C: -23.840 20.131 10.779
C: -22.689 19.262 10.473
O: -23.021 17.860 10.701
H: -24.801 19.575 10.519
H: -23.797 21.038 10.239
H: -23.753 20.347 11.769
H: -21.760 19.544 11.089
H: -22.377 19.380 9.443
H: -22.284 17.361 10.468
C: -21.882 21.738 13.664
C: -20.934 21.161 14.613
O: -19.760 21.288 13.916
H: -22.087 20.879 12.989
H: -21.476 22.627 13.208
H: -22.837 21.974 14.137
H: -21.094 20.063 14.713
H: -20.972 21.576 15.627
H: -19.063 21.494 14.502
C: -23.349 18.058 13.886
C: -23.113 18.305 15.402
O: -21.930 17.578 15.698
H: -24.287 18.462 13.590
H: -23.421 16.999 13.631
H: -22.613 18.513 13.221
H: -23.961 18.000 15.945
H: -22.982 19.354 15.556
H: -21.951 16.690 15.442
C: -26.407 14.660 11.899
C: -25.408 15.797 11.702
O: -25.779 16.829 10.777
H: -27.461 14.900 12.162
H: -25.979 13.956 12.619
H: -26.690 14.109 10.955
H: -24.383 15.632 11.478
H: -25.285 16.375 12.647
H: -25.122 17.546 10.807
C: -22.405 22.628 8.116
O: -21.638 21.658 8.814
H: -23.335 22.114 7.820
H: -21.836 23.082 7.349
H: -22.557 23.356 8.840
H: -20.837 22.057 9.210

In the Löwdin picture, each atom carries the following charge in e: number 1, N, carries 0.153; number 2, C, carries -0.576; number 3, N, carries 0.118; number 4, O, carries -0.149; number 5, H, carries 0.051; number 6, H, carries 0.009; number 7, H, carries 0.126; number 8, H, carries 0.026; number 9, N, carries 0.157; number 10, C, carries -0.709; number 11, N, carries 0.131; number 12, O, carries -0.058; number 13, H, carries 0.117; number 14, H, carries 0.186; number 15, H, carries 0.176; number 16, H, carries 0.151; number 17, N, carries 0.109; number 18, C, carries -0.551; number 19, N, carries 0.120; number 20, O, carries -0.072; number 21, H, carries 0.070; number 22, H, carries 0.064; number 23, H, carries 0.143; number 24, H, carries 0.080; number 25, N, carries 0.140; number 26, C, carries -0.704; number 27, N, carries 0.183; number 28, O, carries -0.132; number 29, H, carries 0.175; number 30, H, carries 0.057; number 31, H, carries 0.065; number 32, H, carries 0.041; number 33, N, carries 0.171; number 34, C, carries -0.779; number 35, N, carries 0.168; number 36, O, carries -0.038; number 37, H, carries 0.165; number 38, H, carries 0.127; number 39, H, carries 0.087; number 40, H, carries 0.165; number 41, N, carries 0.117; number 42, C, carries -0.604; number 43, N, carries 0.151; number 44, O, carries -0.039; number 45, H, carries 0.113; number 46, H, carries 0.157; number 47, H, carries 0.209; number 48, H, carries 0.119; number 49, C, carries -0.059; number 50, C, carries -0.304; number 51, O, carries -0.093; number 52, H, carries 0.073; number 53, H, carries 0.073; number 54, H, carries 0.073; number 55, H, carries 0.106; number 56, H, carries 0.138; number 57, H, carries 0.120; number 58, C, carries -0.056; number 59, C, carries -0.299; number 60, O, carries -0.074; number 61, H, carries 0.118; number 62, H, carries 0.070; number 63, H, carries 0.020; number 64, H, carries 0.122; number 65, H, carries 0.054; number 66, H, carries -0.019; number 67, C, carries -0.070; number 68, C, carries -0.339; number 69, O, carries -0.095; number 70, H, carries 0.064; number 71, H, carries 0.079; number 72, H, carries 0.090; number 73, H, carries 0.097; number 74, H, carries 0.131; number 75, H, carries 0.092; number 76, C, carries -0.069; number 77, C, carries -0.259; number 78, O, carries -0.066; number 79, H, carries 0.063; number 80, H, carries 0.065; number 81, H, carries 0.049; number 82, H, carries 0.093; number 83, H, carries 0.088; number 84, H, carries 0.049; number 85, C, carries -0.079; number 86, C, carries -0.311; number 87, O, carries -0.114; number 88, H, carries 0.079; number 89, H, carries 0.070; number 90, H, carries 0.077; number 91, H, carries 0.071; number 92, H, carries 0.097; number 93, H, carries 0.032; number 94, C, carries -0.103; number 95, O, carries -0.159; number 96, H, carries 0.083; number 97, H, carries 0.065; number 98, H, carries 0.060; number 99, H, carries 0.021

# 3
Molecular formula: C4H8N2OS
Method: DFT, ωB97M-V/def2-TZVPD

E, eV: -20139.0004
Energy relative to the best compared isomer or geometry (same formula, charge and spin), eV: 1.834
HOMO, eV: -8.53
SMILES: CO[C@@H]1CN=CNS1
Kohn-Sham gap, hartree: 0.3387

Cartesian coordinates (Å):
C: -1.396 -1.154 -0.577
O: -0.352 -0.925 -1.535
C: 0.625 -0.015 -1.106
C: 1.432 -0.415 0.061
N: 0.940 -0.047 1.389
C: 0.126 0.896 1.572
N: -0.332 1.833 0.640
S: 0.153 1.750 -1.040
H: -0.944 -1.494 0.356
H: -2.092 -1.920 -0.997
H: -2.021 -0.263 -0.363
H: 1.332 0.048 -1.918
H: 1.559 -1.499 -0.040
H: 2.494 -0.051 0.067
H: -0.251 1.157 2.602
H: -1.274 2.098 0.888

In the Löwdin picture, each atom carries the following charge in e: number 1, C, carries -0.091; number 2, O, carries -0.183; number 3, C, carries -0.642; number 4, C, carries -0.240; number 5, N, carries 0.023; number 6, C, carries -0.321; number 7, N, carries -0.326; number 8, S, carries 0.954; number 9, H, carries 0.079; number 10, H, carries 0.102; number 11, H, carries 0.081; number 12, H, carries 0.099; number 13, H, carries 0.125; number 14, H, carries 0.136; number 15, H, carries 0.133; number 16, H, carries 0.071